(1)
ORCA calculation (ωB97M-V with the def2-TZVPD basis set) on a single C19H23NOS molecule.

HOMO level ... -8.14 eV
HOMO-LUMO gap ... 8.1 eV
Total charge ... 0

Structure (XYZ):
```
45
Properties=species:S:1:pos:R:3:nbo_charge:R:1
C 1.9931 -4.1746 3.4064 -0.245
C 0.9703 -3.5660 3.1316 -0.016
C -0.2483 -2.8165 2.7435 -0.489
C 0.0880 -2.0806 1.4449 -0.495
S -1.4288 -1.2583 0.8525 0.225
C -0.7158 -0.1665 -0.2938 -0.149
C -0.4681 1.1879 -0.0034 -0.036
C -0.7712 1.7334 1.3782 -0.438
C -2.2855 1.8876 1.6849 -0.385
C -3.0239 2.8758 0.7079 -0.396
C -4.5107 3.0235 0.9736 -0.601
C 0.0535 1.9965 -1.0281 0.221
C 0.4084 3.4388 -0.7366 -0.654
N 0.3522 1.5118 -2.2668 -0.423
C 0.0821 0.2432 -2.5549 0.206
C 0.3488 -0.2433 -3.8220 -0.194
C 0.0983 -1.5790 -4.1741 -0.238
C -0.4851 -2.4588 -3.2630 0.307
O -0.7074 -3.7759 -3.6242 -0.500
C -1.2655 -4.6946 -2.6465 -0.259
C -0.7917 -1.9632 -1.9799 -0.292
C -0.4967 -0.6450 -1.5785 -0.101
H 2.9156 -4.7163 3.6363 0.247
H -1.0953 -3.4746 2.7318 0.238
H -0.4692 -2.0807 3.5254 0.239
H 0.8345 -1.3119 1.7104 0.226
H 0.4611 -2.7670 0.6571 0.225
H -0.3037 1.0611 2.0921 0.223
H -0.3157 2.7157 1.5934 0.220
H -2.4692 2.2735 2.6954 0.204
H -2.8269 0.9206 1.6145 0.206
H -2.8575 2.6060 -0.3106 0.200
H -2.6151 3.8758 0.8538 0.184
H -4.9892 2.0845 0.6724 0.199
H -4.7469 3.2058 2.0185 0.203
H -4.9514 3.7712 0.3288 0.211
H 0.6969 3.9291 -1.6750 0.236
H 1.2565 3.4954 -0.0610 0.220
H -0.3775 4.0260 -0.3603 0.220
H 0.8526 0.4304 -4.4920 0.228
H 0.3657 -1.9446 -5.1694 0.228
H -1.2825 -5.6741 -3.0998 0.203
H -0.6564 -4.7865 -1.7253 0.182
H -2.3343 -4.4252 -2.3854 0.185
H -1.2263 -2.6377 -1.2731 0.226
```

=====

(2)
ORCA calculation (ωB97M-V with the def2-TZVPD basis set) on a single C5H6N2S molecule.

HOMO level ... -8.33 eV
HOMO-LUMO gap ... 7.6 eV
Total charge ... 0

Structure (XYZ):
```
14
Properties=species:S:1:pos:R:3:nbo_charge:R:1
S 2.3717 -0.2896 -2.7528 0.135
C 1.0239 -0.7815 -2.1129 -0.301
C 0.1955 -0.1090 -0.9437 -0.154
C -0.9056 -0.4795 -0.2568 -0.122
C -1.3347 0.0641 1.1405 -0.277
N 0.0438 0.2743 1.7433 -0.500
N 0.8527 1.2186 1.0628 -0.242
C 1.0128 0.9718 -0.2343 0.003
H 0.3117 -1.5500 -2.3743 0.193
H -1.6554 -1.1702 -0.4758 0.206
H -1.4049 -1.0002 1.7537 0.230
H -2.2695 0.8308 1.3540 0.218
H 0.1632 0.3212 2.9777 0.390
H 1.5948 1.6992 -0.8815 0.220
```

=====

(3)
ORCA calculation (ωB97M-V with the def2-TZVPD basis set) on a molecular structure, C46H54CrN10O4S3Se.

HOMO level (spin up / spin down) ... -5.06 / -7.10 eV
Multiplicity ... 5
HOMO-LUMO gap (spin up / spin down) ... 4.6 / 6.5 eV
⟨S²⟩ ... 6.0455
Total charge ... 0

Structure (XYZ):
```
119
Properties=species:S:1:pos:R:3:mulliken_spin:R:1
Cr 0.1418 -0.0385 -0.2234 3.056
C 2.4351 5.7702 2.3746 0.001
C 1.9286 5.8987 0.9304 0.000
C 3.0509 6.4330 0.0318 0.001
C 0.7567 6.8798 0.9131 0.000
C 1.5088 4.5228 0.4322 0.000
C 0.2737 4.2706 -0.1402 -0.001
C -0.0873 2.9701 -0.4497 0.027
N 0.7259 1.9429 -0.2528 -0.016
C 1.9673 2.1706 0.2093 0.035
C 2.3767 3.4369 0.5699 0.000
C 2.8149 0.9636 0.3627 -0.021
C 4.1583 1.0208 0.6809 -0.010
C 4.8885 -0.1474 0.8914 -0.001
C 4.1893 -1.3446 0.8099 -0.004
C 2.8476 -1.3322 0.4730 0.011
N 2.1857 -0.2142 0.2009 -0.065
C 6.3683 -0.0657 1.2403 0.000
C 7.0203 -1.4470 1.2759 0.000
C 6.5032 0.5843 2.6244 0.001
C 7.0915 0.7923 0.1934 0.001
H 2.6028 6.7636 2.7925 0.000
H 3.3790 5.2278 2.4306 0.000
H 1.7068 5.2519 2.9992 0.000
H 3.3876 7.4048 0.3967 0.000
H 2.7063 6.5544 -0.9963 0.000
H 3.9096 5.7597 0.0225 0.000
H 1.0855 7.8391 1.3153 0.000
H -0.0728 6.5195 1.5240 0.000
H 0.3892 7.0585 -0.0985 0.000
H -0.4574 5.0487 -0.2892 0.001
H -1.0782 2.7451 -0.8181 -0.004
H 3.3550 3.5800 1.0026 0.000
H 4.6373 1.9833 0.7752 -0.001
H 4.6604 -2.2933 1.0144 0.000
H 2.2735 -2.2490 0.4576 0.002
H 6.5912 -2.0798 2.0535 0.000
H 8.0829 -1.3371 1.4948 0.000
H 6.9280 -1.9621 0.3183 0.000
H 6.0117 -0.0181 3.3891 0.000
H 6.0579 1.5793 2.6455 0.000
H 7.5581 0.6800 2.8858 0.000
H 6.9467 0.3933 -0.8118 0.000
H 8.1612 0.8029 0.4060 0.000
H 6.7447 1.8255 0.1991 0.000
S -6.7445 1.4705 0.2621 0.003
C -7.2970 1.2821 1.8707 0.025
C -6.3040 0.8405 2.6897 -0.013
C -5.0688 0.6564 2.0140 0.028
C -5.1543 0.9532 0.6798 -0.013
C -4.0929 0.8483 -0.3237 0.048
C -2.8074 0.4440 0.1089 -0.010
N -1.7980 0.3350 -0.7220 0.013
C -1.9632 0.5773 -2.0613 -0.004
C -3.2072 0.9877 -2.5752 0.068
C -3.2883 1.2247 -3.9784 -0.049
C -2.2060 1.0456 -4.7814 0.054
C -0.9342 0.6122 -4.2711 -0.104
C 0.2057 0.4135 -5.0563 0.469
C 1.4215 0.0237 -4.4203 -0.077
C 1.4158 -0.1785 -3.0617 0.170
N 0.3192 -0.0505 -2.2804 0.102
C -0.8467 0.3803 -2.8870 0.175
C 2.6530 -0.1452 -5.1930 -0.057
C 2.8423 0.0722 -6.5295 0.039
C 4.1753 -0.1732 -6.9601 -0.004
C 4.9845 -0.5751 -5.9469 0.012
S 4.1337 -0.6563 -4.4600 0.009
C -4.2666 1.1274 -1.6646 -0.018
H -8.3228 1.4976 2.1192 0.002
H -6.4425 0.6444 3.7428 0.000
H -4.1609 0.3161 2.4969 0.006
H -2.6093 0.1889 1.1452 -0.016
H -4.2319 1.5522 -4.3976 -0.003
H -2.2872 1.2350 -5.8448 -0.005
H 0.1549 0.5576 -6.1253 0.043
H 2.3230 -0.4755 -2.5442 0.027
H 2.0546 0.3978 -7.1913 0.004
H 4.5108 -0.0527 -7.9791 0.000
H 6.0318 -0.8233 -5.9859 0.001
H -5.2329 1.4501 -2.0379 0.004
O -0.2551 0.5099 4.1976 -0.007
Se -0.6145 -0.5874 3.0558 0.008
O -2.2146 -0.7769 2.8494 0.007
O -0.0459 0.0996 1.6040 0.063
O 0.2249 -1.9651 3.1924 0.007
C -0.1958 -3.7111 -4.3188 0.011
C -0.8875 -4.9003 -3.6556 -0.001
C -2.4022 -4.7278 -3.6634 -0.001
C -0.3512 -5.1581 -2.2443 0.001
N -0.4949 -3.9918 -1.3838 -0.001
C 0.3058 -2.9432 -1.2360 0.027
N -0.2950 -2.0884 -0.4404 -0.076
N -1.4760 -2.6397 -0.0929 0.023
N -1.6020 -3.7759 -0.6506 0.000
H -0.5135 -3.6197 -5.3570 -0.001
H 0.8922 -3.8123 -4.3177 -0.003
H -0.4509 -2.7682 -3.8276 -0.002
H -0.6338 -5.8049 -4.2182 0.000
H -2.7007 -3.8357 -3.1103 0.001
H -2.9088 -5.5820 -3.2129 0.000
H -2.7629 -4.6195 -4.6861 0.000
H 0.7103 -5.4058 -2.2693 0.000
H -0.8859 -5.9682 -1.7509 0.000
H 1.2471 -2.8064 -1.7394 0.004
C -2.5952 2.4679 6.0054 0.000
N -2.3111 2.3349 4.5956 -0.001
C -2.7890 3.0686 3.5949 0.001
S -1.9935 3.0959 2.1003 -0.001
N -3.9056 3.8231 3.7693 0.000
C -5.0580 3.4742 4.5826 0.000
H -1.6660 2.3024 6.5495 0.000
H -3.3243 1.7385 6.3668 0.000
H -2.9526 3.4720 6.2346 0.000
H -1.5516 1.6807 4.3385 0.001
H -4.1062 4.3639 2.9440 0.000
H -4.8834 2.5470 5.1172 0.000
H -5.9250 3.3164 3.9382 0.000
H -5.2932 4.2564 5.3073 0.000
```

=====

(4)
ORCA calculation (ωB97M-V with the def2-TZVPD basis set) on 2 unconnected molecules or ions with the total composition C7H12S.

HOMO level ... -7.77 eV
HOMO-LUMO gap ... 8.2 eV
Total charge ... 0

Structure (XYZ):
```
20
Properties=species:S:1:pos:R:3:nbo_charge:R:1
C 0.1747 0.5761 -1.3043 0.134
C -0.5696 -0.4613 -1.0814 -0.106
C 0.4811 1.4352 1.6408 -0.266
C 0.8865 1.6694 -1.4748 -0.507
C -1.0179 -1.2279 -2.3044 -0.620
C -0.9254 -1.1230 0.2076 -0.639
C 1.8429 0.8294 1.7739 -0.735
S 0.1771 2.6199 2.6654 0.221
H 1.9323 1.5801 -1.8019 0.209
H 0.4525 2.6152 -1.6721 0.212
H -0.9556 3.0932 2.1053 0.106
H -0.9111 -0.7818 -3.4008 0.225
H -2.0051 -1.6882 -2.1892 0.213
H -0.5203 -2.1733 -2.3015 0.209
H -0.7340 -2.2082 0.1656 0.208
H -0.3401 -0.7268 1.0893 0.240
H -1.9404 -1.0202 0.6293 0.227
H 1.7730 0.1755 2.6335 0.236
H 2.0395 0.1847 1.0050 0.225
H 2.5539 1.4996 2.0210 0.207
```

=====

(5)
ORCA calculation (ωB97M-V with the def2-TZVPD basis set) on a molecular structure, C7H10S.

HOMO level ... -8.43 eV
HOMO-LUMO gap ... 9.0 eV
Total charge ... 0

Structure (XYZ):
```
18
Properties=species:S:1:pos:R:3:nbo_charge:R:1
C 1.8886 1.5454 0.9011 -0.637
C 1.0086 1.0110 -0.2053 -0.374
C -1.2764 -0.7202 -0.0825 -0.075
C -2.2770 -1.2944 0.6113 -0.451
C -0.1555 -0.9075 -1.1229 -0.298
C 1.1674 -1.6278 -1.1807 -0.397
C 0.9650 -0.5311 -0.1804 -0.248
H 3.1865 0.7706 1.0852 0.228
H 2.2176 2.8424 0.4088 0.214
H 0.7054 1.3497 1.9318 0.224
H 1.4079 1.5423 -1.0567 0.242
H -2.6194 -0.6515 1.5820 0.218
H -2.7042 -2.2852 0.4812 0.227
H -0.2021 -0.1990 -2.0026 0.218
H 1.3878 -2.7054 -0.7862 0.246
H 1.4204 -1.2882 -2.2385 0.244
H 0.4674 -0.9211 0.8041 0.256
S -0.8244 1.0433 0.4592 0.162
```

=====

Relative energy (zero: lowest compared OMol25 entry of this formula, charge and spin) for the records above, in order: 347.38 560.71 59.74 578.14 960.01 kJ/mol